Record 1
80
Properties=species:S:1:pos:R:3:forces:R:3 method="wB97M-V/def2-TZVPD" spin_multiplicity=2 s_squared=0.75 fmax_ev_per_a=2.740 e_tot_ha=-2085.6121 mol_weight_g_mol=512.99 gap_ev="2.87 / 9.22" e_lumo_ev="2.5 / 2.5" total_charge=-1
Li 0.767 -2.335 2.162 -0.03 0.38 -0.50
Cl -0.168 -0.710 -0.327 0.91 -1.29 -0.19
O -1.200 -0.356 -1.241 -1.14 0.18 -0.12
O 1.050 -0.158 -0.826 0.91 0.82 0.28
O -0.472 -0.285 1.018 -0.09 0.95 0.51
O -0.006 -2.142 -0.232 -0.02 -0.61 -0.05
C 4.511 -1.492 3.664 -0.63 -1.64 -0.11
C 4.604 -0.410 2.633 -0.52 1.74 -0.70
C 3.133 0.024 2.288 1.20 -1.46 1.99
O 2.417 -1.202 2.646 -1.13 -0.24 -0.96
C 3.019 -1.919 3.741 1.17 1.65 -0.23
H 4.816 -1.249 4.682 0.50 0.12 -0.31
H 5.080 -2.304 3.213 0.20 -0.37 0.81
H 5.080 -0.737 1.708 0.08 -0.19 0.14
H 5.203 0.403 3.043 -0.09 0.35 -0.28
H 2.968 0.337 1.258 -0.28 -0.45 0.13
H 2.840 0.795 3.001 -0.28 0.22 -0.17
H 2.858 -2.994 3.664 -0.28 0.00 -0.38
H 2.596 -1.575 4.684 -0.24 0.00 0.06
C 0.567 0.920 -4.883 0.16 1.59 0.85
C 0.417 -0.251 -5.847 1.76 0.69 0.21
C -0.985 -0.683 -5.607 -0.72 -0.81 -0.16
O -1.716 0.487 -5.291 -0.27 0.22 -0.42
C -0.873 1.334 -4.513 0.35 -0.29 -0.11
H 1.108 1.779 -5.280 -0.12 -0.02 -0.57
H 1.109 0.796 -3.946 0.04 -1.00 -0.03
H 1.237 -0.948 -5.676 -0.43 -0.54 0.19
H 0.583 0.077 -6.873 -0.33 0.20 -0.09
H -1.073 -1.411 -4.802 0.13 -0.07 0.30
H -1.404 -1.151 -6.498 -0.32 0.14 -0.01
H -1.084 1.174 -3.455 0.07 -0.04 0.10
H -1.050 2.383 -4.750 -0.33 -0.08 -0.16
C -2.509 2.053 4.802 -2.12 -0.35 0.44
C -1.522 0.938 4.580 0.11 -0.37 -1.37
C -0.475 1.097 5.645 -0.20 0.49 -0.09
O -0.516 2.510 5.959 0.37 -0.87 0.08
C -1.868 3.001 5.740 2.51 0.43 0.35
H -3.421 1.675 5.264 -0.18 -0.17 -0.09
H -2.837 2.637 3.942 0.17 -0.58 -0.40
H -1.068 1.102 3.602 0.14 -0.28 -0.08
H -1.973 -0.055 4.573 -0.02 0.07 -0.04
H 0.497 0.783 5.265 0.21 0.50 0.10
H -0.674 0.434 6.487 -0.19 0.31 0.52
H -1.708 3.921 5.178 -0.23 0.53 0.77
H -2.280 3.115 6.743 -0.56 0.26 -0.27
C 4.383 4.573 -1.699 -1.80 -0.80 -0.05
C 4.136 3.106 -1.327 0.38 -1.16 0.52
C 2.874 2.609 -2.038 -0.15 0.79 -1.20
O 2.579 3.659 -2.975 0.40 0.42 -0.03
C 3.026 4.852 -2.356 0.18 0.91 -0.94
H 5.132 4.674 -2.485 0.32 0.11 0.53
H 4.516 5.161 -0.792 0.44 0.26 -0.39
H 3.965 2.938 -0.263 0.51 0.16 0.13
H 4.982 2.515 -1.678 0.01 -0.21 0.39
H 1.953 2.500 -1.465 0.39 -0.40 0.62
H 3.072 1.716 -2.631 -0.24 -0.11 0.21
H 2.291 5.253 -1.658 -0.17 -0.14 0.29
H 3.165 5.588 -3.149 -0.31 0.12 -0.08
C -2.905 -4.470 -3.000 0.00 0.17 -1.32
C -3.081 -5.828 -2.257 -0.64 0.84 -0.20
C -2.434 -5.448 -0.934 -0.03 -1.13 0.85
O -2.685 -4.112 -0.695 -0.09 1.39 -0.26
C -2.572 -3.403 -1.938 0.48 -0.73 -0.05
H -3.721 -4.088 -3.613 -0.68 -0.60 0.27
H -2.132 -4.527 -3.766 0.50 -0.10 0.28
H -2.667 -6.745 -2.677 0.53 0.40 -0.39
H -4.144 -6.060 -2.205 -0.15 0.20 0.56
H -1.369 -5.680 -0.943 0.46 0.20 -0.37
H -2.786 -5.985 -0.052 -0.37 -0.18 -0.08
H -1.567 -3.039 -2.149 0.34 -0.09 0.57
H -3.182 -2.500 -1.924 -0.38 -0.36 0.17
C -3.969 1.184 1.146 -0.14 1.36 0.22
C -4.471 -0.216 1.183 0.70 -0.47 0.13
O -3.490 -1.060 0.562 -1.61 -0.19 0.21
H -3.973 1.545 0.118 -0.01 -0.04 -0.13
H -2.956 1.353 1.513 0.09 -0.42 0.21
H -4.620 1.853 1.709 -0.12 0.11 0.09
H -5.475 -0.192 0.760 0.10 -0.48 -1.18
H -4.743 -0.605 2.165 0.75 0.07 0.56
H -2.714 -0.527 0.375 0.10 0.04 -0.10


Record 2
75
Properties=species:S:1:pos:R:3:forces:R:3 method="wB97M-V/def2-TZVPD" spin_multiplicity=3 s_squared=2.01 fmax_ev_per_a=1.452 e_tot_ha=-1642.1845 mol_weight_g_mol=436.59 gap_ev="8.86 / 9.06" e_lumo_ev="0.7 / 0.6" total_charge=0
C -3.091 2.668 2.449 0.22 0.19 -0.41
C -1.973 2.713 1.401 0.31 0.07 0.56
F -2.040 1.538 0.645 0.05 0.07 -0.03
C -0.574 2.804 2.033 0.06 0.05 -0.29
P 0.742 2.435 0.754 -0.22 -0.41 -0.31
C 1.948 3.835 0.956 -0.50 -0.28 0.52
O 1.515 1.118 1.445 0.04 0.70 0.07
H -3.746 1.827 2.225 -0.01 -0.03 0.07
H -3.685 3.580 2.418 0.00 0.01 0.13
H -2.658 2.547 3.440 -0.18 -0.04 0.10
H -2.086 3.551 0.709 -0.18 -0.14 -0.13
H -0.430 3.805 2.447 -0.12 0.00 0.04
H -0.513 2.092 2.860 0.10 -0.09 -0.05
H 2.267 4.150 -0.034 0.17 0.04 0.02
H 2.809 3.563 1.571 0.06 -0.01 -0.09
H 1.429 4.656 1.454 0.12 0.13 -0.12
H 1.897 1.365 2.298 0.01 -0.23 -0.04
C -5.209 -3.708 4.149 0.18 0.04 0.02
C -5.762 -2.768 3.047 -0.09 -0.40 0.78
C -6.431 -3.557 1.914 0.06 -0.07 -0.32
C -5.443 -4.277 1.000 0.01 0.07 0.05
C -4.417 -3.292 0.443 -0.32 -0.09 -0.05
C -3.686 -2.516 1.540 0.87 -0.33 0.14
N -4.683 -1.903 2.477 -0.85 0.45 -1.09
O -5.157 -0.793 2.009 0.37 -0.19 0.49
C -2.706 -3.457 2.266 -0.09 -0.04 0.09
C -2.843 -1.401 0.932 -0.12 0.14 -0.08
C -6.819 -1.890 3.713 -0.05 0.21 -0.13
H -5.494 -3.348 5.138 -0.10 0.03 -0.04
H -5.600 -4.721 4.043 -0.02 0.01 -0.03
H -4.128 -3.771 4.165 -0.02 0.00 -0.07
H -7.025 -2.866 1.309 0.07 0.08 0.04
H -7.132 -4.269 2.354 -0.01 0.02 0.05
H -4.949 -5.092 1.538 0.02 0.03 0.02
H -5.986 -4.742 0.174 0.01 -0.03 0.02
H -3.678 -3.814 -0.168 0.05 0.02 0.02
H -4.928 -2.584 -0.218 0.01 0.07 0.08
H -2.293 -2.977 3.155 -0.01 0.01 -0.01
H -1.875 -3.690 1.601 -0.03 0.08 -0.07
H -3.146 -4.409 2.557 -0.02 0.03 0.01
H -3.429 -0.738 0.300 -0.04 0.02 0.09
H -2.051 -1.831 0.318 0.00 -0.11 0.04
H -2.376 -0.798 1.710 -0.01 0.01 0.00
H -6.368 -1.246 4.470 0.02 -0.01 -0.02
H -7.548 -2.537 4.203 0.05 -0.07 0.02
H -7.347 -1.262 2.999 0.07 0.00 -0.01
C 4.397 -0.013 -1.533 0.16 0.07 0.09
C 3.897 0.992 -2.603 -0.17 -0.61 0.69
C 3.731 0.325 -3.973 0.15 0.04 -0.31
C 5.052 0.030 -4.679 -0.02 0.05 0.06
C 5.893 1.301 -4.789 -0.22 -0.14 -0.15
C 6.132 1.970 -3.433 0.82 -0.17 0.32
N 4.823 2.160 -2.727 -0.66 0.48 -1.20
O 4.209 3.219 -3.148 0.28 -0.21 0.53
C 7.122 1.124 -2.611 -0.09 -0.06 0.05
C 6.785 3.336 -3.625 -0.12 0.17 -0.09
C 2.531 1.476 -2.128 -0.08 0.21 -0.27
H 3.805 0.075 -0.621 -0.09 0.02 -0.07
H 4.311 -1.043 -1.882 -0.02 0.01 -0.04
H 5.425 0.149 -1.229 -0.01 0.00 -0.07
H 3.135 0.985 -4.613 0.03 0.08 0.07
H 3.152 -0.591 -3.846 -0.02 0.00 0.06
H 5.600 -0.754 -4.150 0.01 0.02 0.03
H 4.850 -0.359 -5.679 0.01 -0.02 0.01
H 6.860 1.080 -5.245 0.04 0.03 0.03
H 5.385 2.007 -5.454 -0.03 0.05 0.09
H 7.184 1.487 -1.584 -0.01 0.01 -0.01
H 8.116 1.206 -3.052 -0.03 0.08 -0.07
H 6.879 0.064 -2.592 -0.03 0.02 0.01
H 6.209 3.976 -4.289 -0.06 -0.03 0.07
H 7.775 3.201 -4.061 0.02 -0.08 0.02
H 6.899 3.848 -2.668 -0.02 -0.01 0.00
H 2.622 2.034 -1.200 0.07 0.02 0.05
H 1.889 0.614 -1.939 0.08 -0.08 0.05
H 2.031 2.110 -2.858 0.08 0.03 0.01


Record 3
86
Properties=species:S:1:pos:R:3:forces:R:3 method="wB97M-V/def2-TZVPD" spin_multiplicity=1 fmax_ev_per_a=2.189 e_tot_ha=-3455.5718 mol_weight_g_mol=828.65 gap_ev=7.19 e_lumo_ev=-6.5 total_charge=+2
Ta 0.926 0.259 -0.184 0.31 -2.03 0.77
C 3.274 -2.466 2.843 -0.07 0.02 0.01
C 2.689 -1.368 2.020 0.20 0.31 0.39
N 2.057 -1.528 0.922 -0.09 -0.67 -0.36
N 1.963 -2.852 0.490 0.06 0.63 0.04
C 1.798 -2.893 -0.788 -0.01 -0.44 -0.34
N 1.656 -4.087 -1.402 -0.01 0.14 0.17
S 1.796 -1.470 -1.799 -0.24 0.24 -0.26
C 2.905 0.047 2.387 -0.03 -0.28 0.00
C 3.570 0.428 3.534 0.09 0.12 0.09
C 3.897 1.768 3.712 0.04 -0.06 0.10
C 3.552 2.672 2.731 -0.01 0.08 -0.05
C 2.836 2.220 1.634 -0.08 -0.13 -0.05
N 2.506 0.938 1.466 -0.09 0.43 0.01
H 3.430 -3.355 2.244 -0.02 0.00 -0.04
H 4.216 -2.158 3.291 0.01 -0.01 -0.01
H 2.584 -2.729 3.651 0.00 0.03 -0.01
H 1.834 -4.921 -0.864 0.02 -0.01 -0.01
H 1.679 -4.152 -2.404 0.01 0.04 -0.01
H 3.851 -0.307 4.273 0.01 -0.01 -0.01
H 4.426 2.088 4.600 0.00 -0.01 -0.01
H 3.802 3.721 2.810 -0.01 -0.01 0.01
H 2.488 2.906 0.875 0.00 0.02 0.03
C 1.116 3.478 -4.108 0.12 0.03 0.04
C 1.164 2.508 -2.941 0.04 -0.07 -0.06
O 0.692 1.199 -3.254 -0.16 0.05 -0.09
P 2.808 2.175 -2.223 -0.35 -0.58 0.37
O 3.621 3.437 -1.828 0.15 0.02 0.17
O 3.598 1.512 -3.387 0.03 -0.08 -0.03
O 2.547 1.203 -1.049 -0.04 1.22 -1.10
P 0.261 3.092 -1.440 -0.02 -0.75 0.42
O -1.007 3.916 -1.820 -0.28 -0.16 -0.19
O 1.249 3.826 -0.611 -0.11 0.17 -0.06
O -0.263 1.727 -0.830 1.14 1.21 -0.26
H 1.702 3.096 -4.945 -0.01 0.00 0.00
H 1.524 4.453 -3.836 -0.02 -0.01 0.03
H 0.081 3.608 -4.421 0.00 -0.01 -0.03
H 1.038 0.917 -4.114 0.00 0.06 0.00
H 3.136 3.968 -1.163 -0.05 0.06 -0.06
H 4.544 1.333 -3.288 0.03 -0.01 0.00
H -0.951 4.865 -1.639 0.00 0.04 0.02
C -2.510 1.218 2.551 -0.46 0.02 -0.14
Si -0.734 0.872 2.855 0.36 -0.17 -0.90
C 0.087 2.474 3.226 0.29 0.38 0.05
C -0.453 -0.384 4.142 0.11 -0.44 0.39
O -0.018 0.221 1.403 -0.70 0.47 0.63
H -2.834 1.931 3.314 -0.05 -0.06 0.00
H -3.158 0.344 2.623 -0.01 0.03 -0.01
H -2.679 1.694 1.582 -0.02 0.04 0.07
H -0.613 3.085 3.802 0.07 0.01 0.04
H 0.337 3.040 2.324 -0.07 0.01 0.05
H 0.995 2.357 3.821 -0.03 0.03 -0.03
H -0.798 -0.012 5.111 0.01 -0.04 -0.02
H 0.611 -0.620 4.239 -0.04 -0.02 0.04
H -0.992 -1.309 3.927 0.03 0.00 0.04
C -1.224 -1.788 -3.607 -0.08 -0.08 0.05
C -1.721 -2.288 -2.239 -0.10 -0.11 -0.25
C -3.165 -2.765 -2.481 -0.06 -0.07 -0.03
P -1.529 -1.121 -0.826 0.17 0.27 0.14
C -2.017 -2.032 0.715 -0.15 -0.19 0.04
C -3.253 -2.941 0.649 -0.02 -0.03 0.17
C -0.894 -2.874 1.309 0.04 -0.08 0.08
C -2.774 0.230 -0.988 -0.10 0.12 0.01
C -2.751 0.879 -2.375 -0.10 0.04 -0.04
C -4.216 -0.068 -0.575 -0.06 0.01 0.00
H -1.256 -2.626 -4.307 0.03 0.02 0.04
H -0.218 -1.401 -3.596 0.27 0.10 0.08
H -1.891 -1.024 -4.002 0.04 -0.03 0.01
H -1.109 -3.143 -1.926 0.01 0.00 -0.05
H -3.747 -1.980 -2.964 0.02 0.00 0.00
H -3.703 -3.091 -1.601 0.07 0.02 -0.16
H -3.130 -3.608 -3.174 -0.01 0.03 -0.02
H -2.228 -1.208 1.401 -0.04 0.02 0.00
H -3.036 -3.848 0.083 0.02 0.01 0.08
H -4.144 -2.480 0.239 0.01 0.02 0.01
H -3.488 -3.256 1.668 0.01 0.02 0.00
H -0.563 -3.647 0.613 -0.02 0.02 0.02
H -1.269 -3.387 2.197 -0.02 0.00 -0.03
H -0.030 -2.294 1.611 -0.11 0.04 0.00
H -2.395 0.964 -0.277 0.05 0.04 0.00
H -3.353 0.305 -3.080 -0.02 0.01 0.02
H -1.753 0.980 -2.797 0.07 -0.02 0.03
H -3.193 1.875 -2.309 -0.01 -0.03 -0.01
H -4.682 -0.833 -1.196 0.02 0.03 0.01
H -4.801 0.847 -0.697 0.02 -0.01 -0.01
H -4.303 -0.364 0.469 0.02 0.00 0.00